1) An isolated ion of composition C5H7N2 and charge +1, computed with ωB97M-V/def2-TZVPD.

The value obtained for the frontier orbital gap (spin up / spin down) is 7.48 / 7.48 eV. The SMILES is C#[N+]C1=C(C)N1C. The LUMO energy (spin up / spin down) is -0.1967 / -0.1968 Ha.

Structure (ORCA input):
```
! RIJCOSX wB97M-V def2-TZVPD def2/J DEFGRID3
* xyz 1 1
H -1.853 -0.938 1.007
C -0.564 1.724 -1.119
H -0.272 2.260 -0.134
H -1.445 -2.502 0.263
H -0.273 1.997 -2.121
H -2.218 -1.245 -0.568
C -1.393 -1.390 0.156
N -0.168 -0.740 -0.313
C -0.037 0.415 -0.732
H 3.514 -1.319 0.881
C 1.044 -0.381 -1.187
C 2.618 -1.386 0.274
H -1.646 1.603 -1.021
N 2.079 -0.738 -0.446
*
```

Taken from the natural (NBO) analysis, the atomic charges in e are:
1. H 0.247
2. C -0.687
3. H 0.290
4. H 0.260
5. H 0.294
6. H 0.234
7. C -0.465
8. N -0.264
9. C 0.433
10. H 0.285
11. C -0.020
12. C 0.328
13. H 0.257
14. N -0.192

2) A 2-piece molecular cluster, C5H7N2 overall, computed with ωB97M-V/def2-TZVPD.

The value obtained for the frontier orbital gap (spin up / spin down) is 8.95 / 8.95 eV. The LUMO energy (spin up / spin down) is -0.1973 / -0.1973 Ha.

Structure (ORCA input):
```
! RIJCOSX wB97M-V def2-TZVPD def2/J DEFGRID3
* xyz 1 1
N -2.632 -0.445 -0.136
C -1.377 1.874 0.294
H 2.414 0.503 -1.414
H -4.386 -1.767 0.197
H -2.096 1.386 0.917
H 2.947 -1.755 -0.654
H -1.622 2.703 -0.393
C -3.500 -1.147 0.068
H 1.963 -1.489 0.941
H 3.385 -0.629 0.593
N -0.301 1.233 0.106
C 2.583 -1.125 0.070
C 1.935 0.105 -0.446
C 0.686 0.553 -0.144
*
```

Taken from the natural (NBO) analysis, the atomic charges in e are:
1. N -0.419
2. C 0.068
3. H 0.289
4. H 0.263
5. H 0.256
6. H 0.260
7. H 0.247
8. C 0.167
9. H 0.243
10. H 0.261
11. N -0.270
12. C -0.639
13. C -0.131
14. C 0.406

Which structure is the least stable? The one labeled 1).

1) A single C3H6S3 molecule, computed with ωB97M-V/def2-TZVPD.

The value obtained for the frontier orbital gap is 8.43 eV. The SMILES is S=C[C@H](S)CS. The LUMO energy is -0.0174 Ha.

Structure (ORCA input):
```
! RIJCOSX wB97M-V def2-TZVPD def2/J DEFGRID3
* xyz 0 1
S 0.300 1.996 -0.460
S 2.057 -0.920 -0.588
C 0.906 -0.440 0.735
C -0.275 0.438 0.326
S -2.757 -0.605 -0.315
H 1.522 0.148 1.442
H 0.570 -1.328 1.251
H -0.816 2.678 -0.249
H 1.304 -1.907 -1.148
H -0.778 -0.482 -1.596
C -1.217 -0.247 -0.633
H -0.816 0.669 1.233
*
```

Taken from the natural (NBO) analysis, the atomic charges in e are:
1. S -0.006
2. S -0.028
3. C -0.524
4. C -0.418
5. S 0.072
6. H 0.242
7. H 0.235
8. H 0.130
9. H 0.125
10. H 0.200
11. C -0.270
12. H 0.240

2) A single C3H6S3 molecule, computed with ωB97M-V/def2-TZVPD.

The value obtained for the frontier orbital gap is 8.97 eV. The SMILES is S[C@H]1[C@H](S)[C@H]1S. The LUMO energy is 0.0202 Ha.

Structure (ORCA input):
```
! RIJCOSX wB97M-V def2-TZVPD def2/J DEFGRID3
* xyz 0 1
S -1.551 -2.025 -0.767
C -0.084 -0.983 -0.534
H 0.804 -1.300 -1.148
H -1.293 0.947 -0.058
H -2.638 -1.082 -0.356
H 0.816 2.531 -0.046
H 2.093 0.994 0.409
S 1.817 -0.238 1.371
H -0.606 -0.659 1.585
C 0.133 -0.389 0.876
S 0.846 1.682 -1.046
C -0.339 0.522 -0.287
*
```

Taken from the natural (NBO) analysis, the atomic charges in e are:
1. S -0.029
2. C -0.364
3. H 0.267
4. H 0.240
5. H 0.141
6. H 0.131
7. H 0.144
8. S -0.085
9. H 0.240
10. C -0.396
11. S 0.072
12. C -0.362

Which structure is the least stable? The one labeled 2).

1) A single C3H6S3 molecule, computed with ωB97M-V/def2-TZVPD.

The value obtained for the frontier orbital gap is 8.51 eV. The SMILES is CSCC(=S)S. The LUMO energy is -0.0076 Ha.

Structure (ORCA input):
```
! RIJCOSX wB97M-V def2-TZVPD def2/J DEFGRID3
* xyz 0 1
H 0.893 -1.506 0.883
S 3.016 1.468 -0.462
H -2.578 -1.271 0.638
H -1.395 -0.169 1.335
C 0.512 0.567 -0.742
H -2.513 0.407 0.104
C 1.896 0.364 -0.150
S -0.650 -0.780 -0.892
H 0.641 0.883 -1.769
C -1.919 -0.409 0.437
H -0.021 1.396 -0.317
S 2.118 -0.949 0.935
*
```

Taken from the natural (NBO) analysis, the atomic charges in e are:
1. H 0.135
2. S 0.039
3. H 0.235
4. H 0.213
5. C -0.640
6. H 0.215
7. C -0.327
8. S 0.184
9. H 0.262
10. C -0.711
11. H 0.257
12. S 0.137

2) A single C3H6S3 molecule, computed with ωB97M-V/def2-TZVPD.

The value obtained for the frontier orbital gap is 8.30 eV. The SMILES is C[C@@H](S)C(=S)S. The LUMO energy is -0.0256 Ha.

Structure (ORCA input):
```
! RIJCOSX wB97M-V def2-TZVPD def2/J DEFGRID3
* xyz 0 1
H 0.942 0.289 1.451
S -1.637 -1.237 -0.553
H 1.929 1.896 -0.348
S -1.124 1.674 0.317
C 0.688 -0.301 0.564
H -0.016 1.836 1.097
H 0.558 -2.196 1.624
H 2.194 -1.562 1.311
H 1.199 -2.167 -0.061
S 1.898 0.478 -0.699
C -0.747 -0.097 0.188
C 1.225 -1.721 0.896
*
```

Taken from the natural (NBO) analysis, the atomic charges in e are:
1. H 0.215
2. S 0.081
3. H 0.150
4. S 0.087
5. C -0.367
6. H 0.118
7. H 0.226
8. H 0.224
9. H 0.222
10. S -0.066
11. C -0.277
12. C -0.612

3) A single C3H6S3 molecule, computed with ωB97M-V/def2-TZVPD.

The value obtained for the frontier orbital gap is 8.28 eV. The SMILES is C[C@@H](S)C(=S)S. The LUMO energy is -0.0192 Ha.

Structure (ORCA input):
```
! RIJCOSX wB97M-V def2-TZVPD def2/J DEFGRID3
* xyz 0 1
C 1.115 -0.058 -0.399
H -1.778 1.122 1.098
S 2.176 -1.398 -0.228
C -0.342 -0.104 0.087
H -0.688 -2.088 -1.204
H 1.731 -2.061 0.853
S -1.381 -0.941 -1.132
S 1.764 1.272 -1.108
H -1.206 1.877 -0.405
C -0.906 1.254 0.437
H -0.297 -0.729 0.990
H -0.188 1.853 1.010
*
```

Taken from the natural (NBO) analysis, the atomic charges in e are:
1. C -0.299
2. H 0.223
3. S 0.131
4. C -0.416
5. H 0.128
6. H 0.114
7. S 0.015
8. S 0.044
9. H 0.234
10. C -0.625
11. H 0.218
12. H 0.233

Which structure is the least stable? The one labeled 2).